# 1
96
Properties=species:S:1:pos:R:3 method="wB97M-V/def2-TZVPD" fmax_ev_per_a=3.52 gap_ev=2.083 charge=+1 total_energy_ha=-2011.7863
C -6.469 4.406 -2.008
C -5.572 3.392 -1.298
C -4.295 3.249 -2.085
O -3.721 1.959 -1.883
C -2.436 1.827 -2.374
C -2.120 0.801 -3.466
C -2.722 -0.632 -3.454
C -3.355 -1.145 -2.185
O -2.884 -2.094 -1.581
O -4.499 -0.566 -1.814
C -5.242 -1.305 -0.849
C -4.862 -1.205 0.590
O -6.201 -1.940 -1.236
C -0.623 0.933 -3.446
C 0.174 0.558 -4.625
C 0.705 -0.876 -4.627
F 1.350 -1.200 -3.476
N -0.202 1.434 -2.343
C 1.209 1.700 -2.070
C 1.569 3.060 -2.612
O 1.523 3.371 -3.789
F 1.915 3.932 -1.674
C -1.282 1.719 -1.373
C -1.053 3.140 -0.782
N -2.025 3.572 0.208
C -1.433 0.784 -0.180
C -0.889 -0.599 -0.283
O -0.367 -1.105 -1.218
O -0.994 -1.305 0.875
H -5.856 5.216 -2.376
H -6.953 3.960 -2.865
H -7.193 4.806 -1.317
H -5.336 3.806 -0.328
H -6.050 2.433 -1.158
H -3.629 4.040 -1.753
H -4.465 3.432 -3.141
H -2.206 2.763 -2.879
H -2.471 1.238 -4.390
H -1.955 -1.341 -3.707
H -3.449 -0.695 -4.247
H -4.729 -2.218 0.935
H -5.655 -0.763 1.167
H -3.927 -0.690 0.738
H -0.414 0.663 -5.523
H 1.015 1.230 -4.708
H 1.429 -0.929 -5.427
H -0.072 -1.597 -4.817
H 1.859 0.923 -2.437
H 1.305 1.748 -0.997
H -0.077 3.223 -0.324
H -1.055 3.875 -1.581
H -1.701 3.391 1.144
H -2.909 3.086 0.130
H -0.933 1.226 0.671
H -2.471 0.725 0.107
H -1.634 -2.009 0.725
C 6.665 0.291 0.269
C 6.352 -1.201 0.197
C 5.458 -1.579 -0.982
C 4.068 -0.944 -0.963
C 3.225 -1.239 0.268
C 2.889 -2.718 0.413
H 5.763 0.887 0.417
H 7.336 0.503 1.102
H 7.152 0.631 -0.647
H 5.898 -1.527 1.136
H 7.290 -1.753 0.106
H 5.358 -2.667 -1.018
H 5.957 -1.294 -1.914
H 3.506 -1.282 -1.841
H 4.174 0.144 -1.072
H 2.284 -0.681 0.183
H 3.714 -0.881 1.178
H 2.364 -3.084 -0.471
H 2.239 -2.872 1.275
H 3.784 -3.324 0.556
C -0.806 -1.714 4.367
C 0.442 -0.975 4.844
C 1.742 -1.562 4.294
C 2.049 -2.998 4.717
C 2.128 -3.222 6.225
C 3.241 -2.425 6.901
H -0.814 -2.751 4.708
H -1.707 -1.234 4.754
H -0.863 -1.708 3.277
H 0.469 -0.951 5.936
H 0.369 0.068 4.518
H 2.572 -0.912 4.588
H 1.700 -1.524 3.199
H 2.998 -3.297 4.262
H 1.294 -3.671 4.298
H 2.298 -4.286 6.407
H 1.170 -2.983 6.695
H 4.213 -2.674 6.471
H 3.280 -2.649 7.967
H 3.088 -1.350 6.798


# 2
65
Properties=species:S:1:pos:R:3 method="wB97M-V/def2-TZVPD" fmax_ev_per_a=0.96 gap_ev="6.836 / 6.860" relative_energy_ev=0.878 spin_multiplicity=3 s_squared=2.03 total_energy_ha=-2852.5950
V -0.341 0.606 0.262
N -6.035 -4.967 6.688
C -5.397 -4.358 5.952
C -4.600 -3.599 5.035
C -4.040 -4.223 3.922
C -3.271 -3.486 3.038
C -3.059 -2.130 3.259
C -3.619 -1.511 4.370
C -4.389 -2.240 5.260
C -2.225 -1.341 2.304
C -0.864 -1.273 2.594
C -0.210 -1.832 3.724
C 1.129 -1.526 3.613
C 1.265 -0.784 2.426
N 0.094 -0.636 1.811
C -2.904 -0.774 1.220
C -4.276 -0.931 0.913
C -4.509 -0.231 -0.255
C -3.282 0.334 -0.625
N -2.320 0.029 0.252
H -4.207 -5.278 3.757
H -2.831 -3.962 2.172
H -3.450 -0.455 4.537
H -4.826 -1.765 6.126
H -0.691 -2.392 4.508
H 1.927 -1.787 4.287
H 2.165 -0.357 2.008
H -4.988 -1.507 1.481
H -5.439 -0.137 -0.791
H -3.061 0.936 -1.495
C 2.647 -0.543 -4.201
C 1.260 -0.145 -3.730
C 0.787 1.086 -4.495
O 1.343 0.239 -2.333
B 0.207 -0.196 -1.705
O -0.557 -1.005 -2.500
C 0.204 -1.297 -3.703
C 0.812 -2.681 -3.516
C -0.753 -1.302 -4.881
H 3.313 0.314 -4.099
H 2.629 -0.838 -5.252
H 3.055 -1.361 -3.612
H 1.498 1.896 -4.332
H -0.187 1.419 -4.135
H 0.718 0.891 -5.565
H 1.463 -2.706 -2.643
H 1.386 -2.986 -4.391
H 0.007 -3.400 -3.361
H -1.314 -0.371 -4.941
H -1.461 -2.123 -4.767
H -0.212 -1.446 -5.818
I -0.894 5.658 -5.608
C -0.138 4.830 -3.847
C 1.186 5.048 -3.495
C 1.683 4.485 -2.332
C 0.873 3.693 -1.525
C -0.453 3.496 -1.886
C -0.967 4.066 -3.039
C 1.490 3.050 -0.309
O 2.591 3.366 0.077
O 0.773 2.106 0.247
H 1.826 5.650 -4.126
H 2.712 4.638 -2.038
H -1.109 2.902 -1.258
H -2.003 3.911 -3.310


# 3
18
Properties=species:S:1:pos:R:3 method="wB97M-V/def2-TZVPD" fmax_ev_per_a=4.63 gap_ev=9.484 charge=+1 relative_energy_ev=2.724 total_energy_ha=-761.4933
C 0.859 -0.817 0.730
C -0.695 -1.066 -0.955
C 0.306 0.645 0.848
C -0.640 0.838 -0.360
N -0.200 -1.759 0.244
O 1.383 1.515 0.731
O -1.895 1.161 -0.119
S 0.011 1.779 -1.836
H 1.697 -0.763 -0.039
H 1.249 -1.265 1.548
H -1.758 -1.290 -1.154
H 0.152 -1.169 -1.686
H -0.343 0.742 1.757
H 0.376 -2.561 -0.050
H -0.866 -2.073 0.976
H 1.189 2.234 1.229
H -2.192 2.046 -0.418
H 1.366 1.804 -1.447


# 4
9
Properties=species:S:1:pos:R:3 method="wB97M-V/def2-TZVPD" fmax_ev_per_a=3.75 gap_ev=8.149 relative_energy_ev=3.036 total_energy_ha=-1004.2760
O 1.273 -1.563 -1.360
N 1.990 -0.573 -0.655
C 1.268 0.120 0.208
C -0.280 0.378 0.369
S -0.620 1.478 1.489
S -1.356 -0.539 -0.687
H 2.086 -2.046 -1.590
H 1.944 0.663 0.909
H -2.466 -0.122 -0.140